1 | Computed, not measured: the molecule C4H7NO2S, with wB97M-V/def2-TZVPD.

Computed properties:
**HOMO energy**: -9.170 eV
**Orbital gap**: 7.7053 eV
**SMILES**: CCONC(=O)C=S

The geometry in ORCA input format:
```
! wB97M-V def2-TZVPD RIJCOSX def2/J DEFGRID3
* xyz 0 1
C 2.5117 0.3928 -0.4382
C 1.3525 -0.1275 0.6121
O 0.1986 -0.4377 -0.1857
N -0.9837 -0.9745 0.5204
C -2.2597 -0.5677 0.0396
O -3.2267 -1.3818 -0.1330
C -2.5535 0.8754 -0.3704
S -1.5965 2.0392 0.2688
H 2.3368 -0.4047 -1.2802
H 2.0713 1.3011 -0.9573
H 3.6993 0.4997 -0.2655
H 1.2333 0.5767 1.5423
H 1.6960 -1.1367 1.1242
H -0.8306 -1.9100 0.3261
H -3.6487 1.2558 -0.8032
*
```

=====

2 | Computed, not measured: the molecule C4H7NO2S, with wB97M-V/def2-TZVPD.

Computed properties:
**HOMO energy**: -8.686 eV
**Orbital gap**: 8.5719 eV
**SMILES**: C=NOC[C@@H](O)C=S

The geometry in ORCA input format:
```
! wB97M-V def2-TZVPD RIJCOSX def2/J DEFGRID3
* xyz 0 1
C -2.0285 -1.6779 0.2892
N -1.1539 -0.7800 0.4879
O -0.9217 -0.0698 -0.6793
C -0.2457 1.1304 -0.4740
C 1.1189 0.9669 0.1884
O 0.9431 0.7445 1.5337
C 1.8166 -0.1081 -0.5296
S 2.3039 -1.5726 0.0272
H -2.5185 -1.8068 -0.7032
H -2.3020 -2.3389 1.1179
H -0.9043 1.7995 0.1231
H -0.1688 1.5684 -1.4457
H 1.7082 1.8527 0.0448
H 0.2927 0.0590 1.5785
H 2.0601 0.2328 -1.5589
*
```

=====

3 | Computed, not measured: the molecule C4H7NO2S, with wB97M-V/def2-TZVPD.

Computed properties:
**HOMO energy**: -8.846 eV
**Orbital gap**: 9.6429 eV
**SMILES**: CO/C(C)=N/SC=O

The geometry in ORCA input format:
```
! wB97M-V def2-TZVPD RIJCOSX def2/J DEFGRID3
* xyz 0 1
C -2.9059 -0.7174 0.5708
O -2.1943 0.4652 0.1525
C -0.9486 0.3007 -0.1844
C -0.4512 1.5909 -0.9134
N -0.2768 -0.7753 -0.0822
S 1.3424 -0.9720 -0.5469
C 2.3934 0.1439 0.3691
O 1.9787 0.8137 1.2811
H -3.2600 -1.3133 -0.4006
H -3.6256 -0.2353 1.3065
H -1.9851 -1.4004 1.1610
H -1.3807 2.2753 -1.0313
H 0.4304 2.1221 -0.2490
H 0.0214 1.2778 -1.8579
H 3.4587 0.1125 -0.1238
*
```

=====

3 (0.697 eV below the next structure)

=====

1 | Computed, not measured: the ion C2H9N4O with charge +1, with wB97M-V/def2-TZVPD.

Computed properties:
**HOMO energy**: -14.082 eV
**Orbital gap**: 10.5026 eV
**SMILES**: [H]/N=C(/[NH3+])N(N)OC

The geometry in ORCA input format:
```
! wB97M-V def2-TZVPD RIJCOSX def2/J DEFGRID3
* xyz 1 1
H 0.5617 2.4239 -0.3919
N 1.2122 1.7694 -0.0111
C 0.9799 0.5415 -0.0961
N 2.1833 -0.3032 0.2230
N -0.0841 -0.2781 -0.3542
N -0.0158 -1.6509 -0.4676
O -1.3792 0.4168 -0.7092
C -2.2137 0.5392 0.4079
H 1.9634 -1.0761 0.9021
H 2.4452 -0.6017 -0.6933
H 2.6188 0.3710 0.8513
H -0.8162 -2.0870 -0.0997
H 0.0075 -1.8811 -1.4698
H -2.9544 1.0784 -0.1156
H -1.8476 1.1872 1.2727
H -2.6612 -0.4494 0.7515
*
```

=====

2 | Computed, not measured: a structure of composition C2H9N4O, with wB97M-V/def2-TZVPD.

Computed properties:
**HOMO energy**: -13.381 eV
**Orbital gap**: 9.3984 eV

The geometry in ORCA input format:
```
! wB97M-V def2-TZVPD RIJCOSX def2/J DEFGRID3
* xyz 1 1
C -2.0033 -1.3833 0.2590
C -0.4598 0.3958 0.0482
N -1.7090 -0.1542 0.0444
N 0.0211 0.7609 1.2877
N 1.8215 -0.8803 0.1314
N -0.2862 1.5896 -0.9112
O 0.7482 -0.7402 -0.7466
H -3.0949 -1.5898 0.2910
H -1.3326 -2.1748 0.6180
H 1.0800 0.5416 1.4603
H -0.4118 0.2412 2.0390
H 1.6441 -1.8499 0.6916
H 2.5946 -0.9954 -0.4173
H 0.1086 1.3863 -1.8942
H -1.0827 2.1095 -1.2333
H 0.2939 2.2781 -0.4474
*
```

=====

2 (0.125 eV below the next structure)

=====

1 | Computed, not measured: a cluster of 2 separate species, C6H9NO in total, with wB97M-V/def2-TZVPD.

Computed properties:
**HOMO energy**: -7.814 eV
**Orbital gap**: 8.6628 eV
**SMILES**: C=Cc1ccc[nH]1.O

The geometry in ORCA input format:
```
! wB97M-V def2-TZVPD RIJCOSX def2/J DEFGRID3
* xyz 0 1
C -1.2633 2.0111 -0.8534
C -1.8255 0.7811 -1.0686
C -1.1574 -0.5322 -0.9611
C -1.2868 -1.9594 -0.7121
C 0.0196 -2.5797 -0.9232
C 0.9137 -1.5579 -1.1889
N 0.2206 -0.3739 -1.1966
H -0.3949 2.0827 -0.2766
H -1.6641 3.0374 -0.8854
H -2.9331 0.6088 -1.2471
H -2.2196 -2.4282 -0.4877
H 0.3197 -3.5495 -0.8452
H 1.9758 -1.7289 -1.4507
H 0.5445 0.5090 -1.5845
O 2.7400 2.0944 4.1982
H 2.8087 2.2874 5.1308
H 3.2021 1.2979 4.3521
*
```

=====

2 | Computed, not measured: a structure of composition C6H9NO, with wB97M-V/def2-TZVPD.

Computed properties:
**HOMO energy**: -9.052 eV
**Orbital gap**: 9.1148 eV

The geometry in ORCA input format:
```
! wB97M-V def2-TZVPD RIJCOSX def2/J DEFGRID3
* xyz 0 1
C -0.1201 1.8094 0.9883
C -0.0536 0.5627 0.1863
C -0.0551 -0.7541 -1.2542
C -0.4553 -1.6645 0.0349
C -0.7552 -0.6228 0.8383
C 1.0456 -0.1605 -0.4648
H -1.2122 1.5169 2.0148
H -0.4705 2.5961 -0.0755
H 1.1190 1.9199 1.4940
H -0.5251 1.2215 -1.9198
H 0.4767 -1.0251 -2.2389
H -0.9221 -2.7395 -0.0618
H -1.2075 -0.7744 1.7796
H 1.7335 0.4949 -0.9784
H 0.5992 -1.6637 0.5532
N -0.8963 0.4778 -1.1433
O 1.6989 -1.1947 0.2474
*
```

=====

1 (7.866 eV below the next structure)

=====

1 | Computed, not measured: the molecule C6H9NO, with wB97M-V/def2-TZVPD.

Computed properties:
**HOMO energy**: -9.149 eV
**Orbital gap**: 10.2091 eV
**SMILES**: C1=C[C@H]2COC[C@@H]1N2

The geometry in ORCA input format:
```
! wB97M-V def2-TZVPD RIJCOSX def2/J DEFGRID3
* xyz 0 1
C -1.4522 0.1665 -0.7566
C -0.9730 -1.0544 -0.7733
C 0.0606 -1.1450 0.4243
C 1.4424 -0.8058 0.0011
O 1.3332 0.4078 -0.6665
C 0.5293 1.4531 -0.0730
C -0.8015 0.9772 0.4014
N -0.4392 -0.1112 1.3322
H -2.2104 0.6614 -1.3825
H -1.0795 -1.8928 -1.5591
H -0.0945 -2.0725 1.0353
H 1.9576 -1.5504 -0.6491
H 2.0136 -0.6451 0.8917
H 0.4432 2.1837 -0.9732
H 1.1248 2.0720 0.6545
H -1.3361 1.7214 0.9311
H -1.2433 -0.5118 1.7148
*
```

=====

2 | Computed, not measured: the molecule C6H9NO, with wB97M-V/def2-TZVPD.

Computed properties:
**HOMO energy**: -8.628 eV
**Orbital gap**: 9.1998 eV
**SMILES**: N[C@@H]1C=CC(CO)=C1

The geometry in ORCA input format:
```
! wB97M-V def2-TZVPD RIJCOSX def2/J DEFGRID3
* xyz 0 1
N 2.1368 0.5009 -1.7083
C 1.2164 -0.5389 -0.8087
C -0.0456 -0.9250 -1.5063
C -1.1015 -0.3737 -0.7993
C -0.4994 0.2965 0.3589
C -1.3720 0.6764 1.5063
O -2.1589 -0.4606 1.9436
C 0.7692 0.1049 0.4623
H 2.3826 1.1700 -0.8938
H 2.9870 -0.0830 -1.7603
H 1.8882 -1.3293 -0.4453
H -0.1278 -1.5046 -2.3418
H -2.0960 -0.1371 -1.1511
H -2.0942 1.3221 1.0285
H -0.6542 1.0230 2.2483
H -2.7906 -0.0756 2.5850
H 1.5600 0.3339 1.2821
*
```

=====

3 | Computed, not measured: a cluster of 2 separate species, C6H9NO in total, with wB97M-V/def2-TZVPD.

Computed properties:
**HOMO energy**: -9.027 eV
**Orbital gap**: 9.2010 eV
**SMILES**: [H]/N=C(/C)O.C=C=C=C

The geometry in ORCA input format:
```
! wB97M-V def2-TZVPD RIJCOSX def2/J DEFGRID3
* xyz 0 1
H -1.2839 2.6395 -0.6135
N -1.5710 2.0216 0.1430
C -1.3328 0.7773 -0.0185
C -2.0731 -0.1390 0.9202
O -1.1292 0.2370 -1.3252
H -2.9133 0.3748 1.3776
H -1.3670 -0.4121 1.7049
H -2.3789 -1.0709 0.4495
H -1.1417 0.9509 -1.9790
C 3.2188 0.4421 -0.8037
C 2.0642 -0.0045 -0.3844
C 1.1759 -0.6984 0.2495
C 0.6398 -1.8532 0.5849
H 3.3427 0.9487 -1.7489
H 4.1178 0.3150 -0.2148
H 1.0336 -2.5306 1.3281
H -0.4020 -1.9983 0.3302
*
```

=====

4 | Computed, not measured: the molecule C6H9NO, with wB97M-V/def2-TZVPD.

Computed properties:
**HOMO energy**: -9.139 eV
**Orbital gap**: 10.1947 eV
**SMILES**: N[C@@H]1[C@H]2C[C@H]2[C@H]2O[C@@H]12

The geometry in ORCA input format:
```
! wB97M-V def2-TZVPD RIJCOSX def2/J DEFGRID3
* xyz 0 1
N -2.1612 -0.2440 0.2970
C -1.0899 0.0396 -0.7756
C 0.2068 -0.9391 -0.3290
C 1.7294 -0.7164 -0.5377
C 1.1826 -0.3062 0.7414
C 0.7525 1.1832 0.6307
O 0.7261 1.5299 -0.6949
C -0.5377 1.3870 -0.1124
H -2.4823 -1.4027 0.2896
H -1.5463 -0.2387 1.2377
H -1.6100 -0.0432 -1.7669
H -0.1462 -2.0169 -0.4301
H 1.9255 -0.0373 -1.4347
H 2.2666 -1.5096 -0.1608
H 1.3899 -0.7053 1.7284
H 0.8028 1.8990 1.3576
H -1.4085 2.1208 -0.0402
*
```

=====

1 (0.916 eV below the next structure)

=====

1 | Computed, not measured: the ion C4H7N2 with charge +1, with wB97M-V/def2-TZVPD.

Computed properties:
**HOMO energy (alpha / beta)**: -13.148 / -15.115 eV
**Orbital gap (alpha / beta)**: 7.5814 / 8.3020 eV

The geometry in ORCA input format:
```
! wB97M-V def2-TZVPD RIJCOSX def2/J DEFGRID3
* xyz 1 3
C -1.5209 -1.6864 -0.7277
C -0.8743 -1.6335 0.3956
C 0.4523 -0.1383 1.6123
C 0.2592 1.2243 -1.0545
N -0.7147 0.4448 -0.4572
N -0.2392 -0.3939 0.5566
H -2.0712 -1.7189 -1.5969
H -0.7015 -2.4272 0.9835
H 1.1996 0.6492 1.7794
H 0.4846 -0.9677 2.3161
H 0.9208 1.5269 -0.2732
H 0.9336 0.6975 -1.8858
H -0.3835 1.9249 -1.6257
*
```

=====

2 | Computed, not measured: a cluster of 2 separate species, C4H7N2 in total, with wB97M-V/def2-TZVPD.

Computed properties:
**HOMO energy (alpha / beta)**: -12.430 / -16.651 eV
**Orbital gap (alpha / beta)**: 8.2945 / 8.0210 eV

The geometry in ORCA input format:
```
! wB97M-V def2-TZVPD RIJCOSX def2/J DEFGRID3
* xyz 1 3
C 2.6612 -0.6159 0.1114
C 1.9915 0.1903 0.8491
C 0.5616 1.8172 1.7506
C -0.8522 -0.7351 -0.6981
N 1.4505 0.9554 1.6710
N -0.2667 2.6100 1.8948
H 3.5370 -0.3885 -0.5312
H 2.2427 -1.6832 -0.1315
H 0.0568 -0.8608 -1.2010
H -0.5686 -0.8179 0.3524
H -1.2105 0.3034 -0.9219
H -0.5920 3.5316 2.1852
H -1.6420 -1.4815 -0.8998
*
```

=====

2 (1.358 eV below the next structure)